Record 1
185
Properties=species:S:1:pos:R:3 method="wB97M-V/def2-TZVPD" largest_force_ev_per_a=4.0 gap_ev=9.563 spin_multiplicity=1 charge=+4 e_tot_ha=-3267.030179 molar_mass_da=961.623 homo_energy_ha=-0.6132
S 0.63 -0.15 0.13
O 1.98 0.20 -0.31
O -0.21 1.07 0.18
O 0.12 -1.05 -0.92
O 0.54 -0.90 1.43
C 0.07 6.45 -1.33
C 1.38 5.74 -1.41
N 1.31 4.22 -1.01
C 0.41 3.42 -2.02
C 2.76 3.62 -1.19
C 3.51 3.56 -2.53
C 0.74 4.04 0.41
C 1.28 4.90 1.56
O 2.66 4.62 1.82
C 3.49 5.57 2.40
H -0.72 5.96 -1.90
H 0.24 7.49 -1.62
H -0.31 6.42 -0.30
H 2.13 6.22 -0.78
H 1.73 5.81 -2.44
H -0.60 3.55 -1.63
H 0.63 2.36 -2.00
H 0.59 3.77 -3.04
H 2.77 2.68 -0.65
H 3.20 4.32 -0.48
H 3.03 3.41 -3.50
H 4.41 2.94 -2.45
H 3.96 4.54 -2.63
H 1.00 3.03 0.70
H -0.34 4.14 0.37
H 0.84 4.58 2.50
H 1.05 5.96 1.53
H 3.39 6.53 1.90
H 4.51 5.31 2.10
H 3.38 5.81 3.45
C -4.25 -1.25 -0.11
C -3.27 -0.22 -0.62
N -3.62 0.25 -2.08
C -2.61 1.31 -2.53
C -3.69 -0.95 -3.12
C -2.50 -1.86 -3.13
C -5.07 0.79 -1.96
C -5.74 1.52 -3.26
O -6.33 0.44 -4.08
C -6.94 1.05 -5.18
H -5.15 -0.75 0.25
H -3.86 -1.83 0.71
H -4.64 -1.91 -0.88
H -2.27 -0.66 -0.64
H -3.06 0.60 0.06
H -1.63 0.83 -2.64
H -2.54 2.13 -1.81
H -2.85 1.63 -3.55
H -3.83 -0.51 -4.11
H -4.70 -1.35 -3.02
H -2.55 -2.68 -3.84
H -2.24 -2.37 -2.20
H -1.50 -1.46 -3.30
H -4.85 1.49 -1.15
H -5.79 0.11 -1.51
H -4.93 2.07 -3.75
H -6.55 2.21 -3.06
H -6.42 1.90 -5.62
H -8.02 1.19 -5.12
H -6.70 0.27 -5.91
C 3.09 -1.50 4.04
C 4.35 -0.71 3.89
N 4.41 0.20 2.57
C 5.74 0.99 2.60
C 4.38 -0.76 1.28
C 5.61 -1.56 1.11
C 3.19 1.23 2.54
C 2.81 1.95 3.92
O 3.88 2.36 4.74
C 3.37 3.07 5.89
H 3.05 -1.90 5.05
H 3.11 -2.22 3.22
H 2.31 -0.77 3.81
H 5.19 -1.39 4.04
H 4.35 0.14 4.58
H 5.53 1.88 3.20
H 5.84 1.25 1.54
H 6.55 0.34 2.94
H 4.14 -0.18 0.39
H 3.52 -1.43 1.34
H 5.73 -2.13 0.19
H 5.95 -2.18 1.94
H 6.47 -0.90 1.17
H 2.41 0.62 2.08
H 3.49 1.94 1.78
H 2.22 1.28 4.55
H 2.11 2.74 3.63
H 3.32 4.14 5.70
H 4.11 2.93 6.67
H 2.37 2.79 6.23
C -4.31 -6.44 -2.48
C -2.90 -6.64 -1.86
C -2.73 -5.71 -0.60
C -1.22 -5.64 -0.13
N -0.91 -4.59 1.06
C -1.22 -5.20 2.51
C 0.07 -4.95 3.29
C 1.17 -4.99 2.31
C 0.63 -4.40 0.96
C -1.55 -3.23 0.95
H -4.34 -6.64 -3.55
H -4.65 -5.41 -2.49
H -5.03 -7.12 -2.02
H -2.14 -6.50 -2.63
H -2.71 -7.60 -1.39
H -3.25 -6.00 0.31
H -3.13 -4.73 -0.86
H -0.70 -5.37 -1.05
H -0.85 -6.63 0.15
H -2.11 -4.76 2.96
H -1.51 -6.24 2.40
H 0.02 -3.98 3.79
H 0.21 -5.61 4.15
H 2.07 -4.48 2.66
H 1.42 -6.05 2.25
H 0.86 -3.34 0.89
H 1.05 -4.87 0.06
H -2.60 -3.17 1.24
H -1.36 -2.86 -0.06
H -1.05 -2.58 1.67
C -2.77 5.64 2.06
C -2.87 4.13 2.02
C -1.97 3.25 2.91
C -2.30 1.77 2.65
N -1.89 0.74 3.72
C -2.07 -0.62 3.06
C -3.26 -1.34 3.80
C -4.00 -0.28 4.43
C -2.93 0.76 4.87
C -0.49 1.08 4.12
H -3.03 6.03 3.04
H -3.42 6.10 1.31
H -1.69 5.78 1.92
H -2.91 3.81 0.98
H -3.81 3.96 2.53
H -2.17 3.64 3.91
H -0.89 3.35 2.76
H -1.87 1.52 1.68
H -3.36 1.63 2.42
H -1.19 -1.26 3.12
H -2.16 -0.70 1.97
H -2.89 -1.95 4.62
H -3.78 -1.96 3.06
H -4.74 -0.65 5.14
H -4.56 0.19 3.62
H -2.38 0.37 5.72
H -3.39 1.75 4.95
H 0.14 0.28 4.50
H -0.50 1.87 4.86
H 0.01 1.52 3.26
C -0.43 0.02 -5.94
C 0.77 0.86 -5.49
C 1.85 -0.05 -5.09
C 1.56 -0.88 -3.84
N 2.68 -1.89 -3.39
C 3.30 -2.82 -4.40
C 3.60 -4.18 -3.74
C 3.27 -4.07 -2.28
C 2.25 -2.93 -2.29
C 3.87 -1.02 -2.76
H -1.23 0.67 -6.30
H -0.82 -0.64 -5.17
H -0.16 -0.66 -6.75
H 0.47 1.44 -4.62
H 1.06 1.50 -6.33
H 2.75 0.42 -4.70
H 2.30 -0.60 -5.92
H 0.68 -1.50 -3.94
H 1.18 -0.44 -2.91
H 4.04 -2.36 -5.07
H 2.48 -2.97 -5.10
H 4.63 -4.50 -3.86
H 2.97 -4.93 -4.23
H 4.02 -3.96 -1.50
H 3.00 -5.00 -1.78
H 2.05 -2.50 -1.31
H 1.35 -3.27 -2.81
H 4.58 -0.81 -3.56
H 4.38 -1.67 -2.05
H 3.41 -0.26 -2.14

***

Record 2
186
Properties=species:S:1:pos:R:3 method="wB97M-V/def2-TZVPD" e_above_lowest_ev=4.3689 largest_force_ev_per_a=3.5 gap_ev=9.134 spin_multiplicity=1 e_tot_ha=-3007.405419 molar_mass_da=952.539 homo_energy_ha=-0.3213
C -1.44 -4.87 2.63
C 0.04 -4.93 2.08
C 0.97 -4.06 2.91
C 0.47 -6.41 2.03
C 1.76 -6.45 1.22
C 1.39 -6.11 -0.18
C 0.97 -4.66 -0.36
C 2.14 -3.68 -0.11
C 0.43 -4.44 -1.81
N -0.17 -4.45 0.59
O -0.51 -3.03 0.51
H -1.52 -5.72 3.30
H -1.69 -3.93 3.10
H -2.04 -5.18 1.79
H 2.05 -4.18 2.89
H 0.78 -2.97 2.80
H 0.68 -4.16 3.95
H 0.63 -6.72 3.07
H -0.42 -6.89 1.54
H 2.55 -5.79 1.60
H 2.11 -7.45 1.27
H 0.62 -6.79 -0.59
H 2.27 -6.17 -0.85
H 3.11 -4.02 -0.42
H 2.18 -3.43 0.92
H 1.95 -2.71 -0.67
H 1.19 -4.46 -2.61
H -0.09 -3.49 -1.80
H -0.40 -5.12 -1.97
H -1.45 -3.04 0.41
C 6.18 -2.18 1.77
C 6.00 -1.06 0.84
C 7.17 -1.15 -0.12
C 4.64 -1.23 0.16
C 4.30 -0.03 -0.66
C 4.23 1.26 0.15
C 5.51 1.51 0.97
C 6.57 2.15 0.04
C 5.25 2.57 2.07
N 5.96 0.22 1.59
O 7.29 0.41 2.06
H 5.98 -3.15 1.30
H 7.21 -2.13 2.03
H 5.62 -2.08 2.75
H 8.16 -0.74 0.12
H 7.34 -2.23 -0.37
H 7.01 -0.75 -1.13
H 4.84 -2.22 -0.36
H 3.94 -1.46 0.95
H 5.10 0.04 -1.42
H 3.37 -0.17 -1.26
H 3.36 1.15 0.85
H 4.01 2.17 -0.43
H 6.55 1.61 -0.94
H 7.60 2.07 0.37
H 6.39 3.17 -0.12
H 5.00 3.57 1.72
H 6.03 2.77 2.72
H 4.37 2.34 2.61
H 7.25 0.79 2.97
C -1.67 0.82 3.00
C -0.74 1.21 1.88
C 0.62 1.45 2.52
C -0.68 0.16 0.78
C -1.86 0.13 -0.13
C -2.07 1.47 -0.85
C -2.19 2.58 0.19
C -2.13 3.93 -0.56
C -3.56 2.49 0.91
N -1.01 2.54 1.20
O -1.04 3.61 2.06
H -2.08 1.71 3.52
H -2.49 0.23 2.66
H -1.05 0.14 3.62
H 0.53 2.05 3.42
H 1.16 0.47 2.83
H 1.32 1.98 1.81
H 0.25 0.32 0.20
H -0.44 -0.73 1.30
H -1.80 -0.70 -0.86
H -2.73 -0.09 0.50
H -2.95 1.47 -1.48
H -1.14 1.71 -1.44
H -2.30 4.84 0.12
H -2.89 3.94 -1.35
H -1.12 4.10 -1.02
H -4.33 2.49 0.12
H -3.71 3.42 1.47
H -3.69 1.64 1.60
H -1.87 3.58 2.52
C 3.67 -1.02 5.17
C 4.15 0.35 4.81
C 3.93 1.35 5.89
O 5.56 0.31 4.63
H 2.65 -1.02 5.50
H 4.27 -1.26 6.05
H 3.74 -1.71 4.37
H 3.71 0.67 3.90
H 2.90 1.16 6.24
H 4.18 2.39 5.55
H 4.62 1.13 6.68
H 5.68 -0.08 3.79
C -4.19 4.35 -5.04
C -4.48 3.31 -6.18
C -3.51 2.18 -6.06
O -5.74 2.70 -6.06
H -4.68 4.00 -4.12
H -4.48 5.34 -5.34
H -3.12 4.39 -4.83
H -4.39 3.82 -7.18
H -3.70 1.34 -6.73
H -3.54 1.69 -5.06
H -2.49 2.56 -6.28
H -6.53 3.28 -5.97
C 2.73 3.73 -2.77
C 1.28 4.12 -2.90
C 0.85 5.50 -2.43
O 0.84 3.80 -4.25
H 3.44 4.34 -3.36
H 2.83 2.71 -3.15
H 3.17 3.81 -1.75
H 0.70 3.39 -2.28
H -0.16 5.74 -2.65
H 1.50 6.32 -2.73
H 1.06 5.46 -1.30
H 1.57 3.89 -4.87
C -4.57 -6.73 -0.09
C -3.22 -6.53 -0.78
C -3.32 -6.96 -2.28
O -2.76 -5.19 -0.58
H -5.17 -5.85 -0.02
H -4.29 -7.01 0.90
H -5.08 -7.57 -0.53
H -2.46 -7.17 -0.29
H -3.75 -7.93 -2.42
H -2.43 -6.83 -2.86
H -4.08 -6.25 -2.74
H -1.90 -5.14 -0.14
C -7.42 1.20 1.03
C -7.94 1.89 2.30
C -6.78 2.03 3.27
O -8.53 3.13 1.96
H -6.88 0.31 1.23
H -6.80 1.93 0.53
H -8.10 0.88 0.27
H -8.83 1.32 2.77
H -5.92 2.57 2.80
H -6.42 1.04 3.47
H -6.88 2.53 4.27
H -8.43 3.29 1.00
C -5.48 -0.81 -1.66
C -4.72 -0.44 -2.96
C -4.95 -1.48 -4.07
O -5.20 0.88 -3.35
H -6.55 -0.53 -1.72
H -5.04 -0.34 -0.81
H -5.51 -1.88 -1.41
H -3.64 -0.28 -2.68
H -6.01 -1.62 -4.28
H -4.59 -2.52 -4.00
H -4.70 -1.09 -5.08
H -5.85 0.76 -4.06
C 3.25 5.27 3.81
C 1.71 5.05 3.58
C 0.83 6.15 4.18
O 1.51 5.02 2.16
H 3.76 4.41 3.44
H 3.45 5.40 4.89
H 3.55 6.20 3.31
H 1.45 4.05 4.05
H -0.20 5.82 3.96
H 1.00 7.10 3.68
H 0.83 6.24 5.29
H 0.66 4.64 1.98
C 0.31 -0.68 -3.85
C 1.28 -0.37 -4.97
C 1.41 -1.47 -6.07
O 0.74 0.70 -5.73
H 0.69 -1.44 -3.15
H -0.75 -1.02 -4.15
H 0.31 0.25 -3.15
H 2.22 -0.14 -4.46
H 0.39 -1.75 -6.33
H 1.94 -2.36 -5.60
H 1.96 -1.07 -6.95
H 0.70 1.52 -5.24